Entry 1:
100
Properties=species:S:1:pos:R:3:forces:R:3:mulliken_charge:R:1 method="wB97M-V/def2-TZVPD" de_lowest_kcal_mol=41.7 lumo_ev="-8.137 / -9.931" spin_multiplicity=5 homo_lumo_gap_ev="7.1 / 5.4" e_homo_ev="-15.283 / -15.318" max_force_ha_per_bohr=0.0744 total_charge=+3
Ru -0.1701 -0.5941 1.1530 0.2 -0.4 -1.3 -0.074
C 0.7040 -0.4555 4.0342 -0.2 0.3 1.8 -0.954
C 2.0162 -0.3818 3.3094 -0.9 0.7 -1.0 -0.177
N 1.9924 -1.2261 2.0943 -0.7 0.3 0.9 0.145
C 2.2214 -2.6455 2.3329 0.0 0.1 1.5 -0.871
C 1.0620 -3.4688 2.8900 -0.2 0.2 -2.6 -0.793
S -0.5203 -2.8996 2.1391 0.3 -0.2 -0.5 0.198
C -1.5598 -2.3456 3.5719 0.2 0.9 -1.3 -0.492
C -1.6810 -0.8125 3.5649 -2.0 0.0 2.6 -0.953
N -0.5090 -0.1025 3.1778 2.7 0.1 0.7 0.112
H 0.8234 0.1702 4.9871 -0.7 -0.4 -1.4 0.415
H 0.5633 -1.4472 4.4454 -0.2 -0.2 -0.1 0.281
H 2.8126 -0.6899 3.9481 0.7 0.0 0.7 0.850
H 2.1105 0.6850 3.0542 0.6 -0.4 -0.4 -0.265
H 2.6935 -0.9240 1.4564 0.6 0.5 -0.3 0.023
H 3.0487 -2.8175 3.0298 0.3 0.2 -0.2 0.412
H 2.4704 -3.0726 1.4034 0.5 -0.5 -1.2 0.500
H 0.9531 -3.5234 3.9292 0.0 0.0 1.6 0.458
H 1.2544 -4.4649 2.4778 -0.4 0.0 0.5 0.509
H -1.0034 -2.6695 4.3871 0.9 -0.5 1.8 0.846
H -2.8225 -3.8151 3.9474 0.2 1.5 -0.8 0.437
H -1.9568 -0.5019 4.6566 0.2 -0.5 -1.8 0.518
H -2.4406 -0.4209 2.8847 -0.5 -0.7 0.3 0.352
H -0.7272 0.8676 3.3453 0.1 0.5 -0.3 0.086
C -6.8130 -5.9585 0.0152 0.8 -1.4 -1.1 -1.397
C -6.0273 -4.6707 0.0514 0.7 -1.6 1.3 0.958
C -6.5201 -3.4521 -0.3013 -0.9 0.3 -1.4 -0.741
C -5.7868 -2.2919 -0.2398 0.6 0.7 1.0 -0.432
C -4.5203 -2.3696 0.3275 -0.2 0.3 -1.0 -0.390
C -3.9778 -3.5968 0.6463 2.1 0.1 0.5 0.383
C -4.7138 -4.7515 0.5579 0.0 -0.1 -0.4 -0.979
S -3.5207 -0.9103 0.5363 -0.3 0.5 0.0 0.612
O -2.7672 -2.9282 3.4835 -1.6 -1.4 0.8 -0.455
O -4.1200 0.2053 -0.2197 0.2 -0.6 0.0 -0.657
N -1.9621 -1.2792 -0.1778 0.5 -0.8 0.1 0.186
C -1.6200 -2.0664 -1.1960 0.1 1.0 0.2 1.250
C -2.5639 -2.6555 -2.0870 -0.4 0.6 1.5 -0.500
C -2.1912 -3.0767 -3.3167 0.2 -0.7 -1.1 -0.981
C -0.8807 -3.0814 -3.7155 2.4 0.5 1.8 -1.104
C 0.2131 -2.6886 -2.7765 -3.3 1.1 1.5 0.086
C 1.5485 -2.6262 -3.0414 -0.1 -1.5 -3.5 -0.483
C 2.4056 -2.0810 -2.1645 1.6 -0.2 -0.1 -1.440
C 1.9297 -1.4991 -1.0146 1.5 0.5 1.1 -0.356
N 0.6777 -1.5377 -0.6132 -0.8 -0.4 -1.4 1.332
C -0.1664 -2.1241 -1.5091 -1.6 -0.5 -0.4 0.068
H -7.7204 -5.9013 -0.6313 0.7 0.0 0.7 0.364
H -7.0892 -6.2652 1.0586 0.2 0.2 -1.0 0.308
H -6.1009 -6.7841 -0.4616 -1.6 1.5 1.2 0.314
H -7.4644 -3.4292 -0.8179 -0.4 0.1 0.2 0.374
H -6.1908 -1.3352 -0.5286 -0.1 0.1 -0.2 0.601
H -2.8702 -3.5651 0.8428 -1.3 -0.6 0.2 0.186
H -4.2719 -5.7316 0.7712 -0.2 0.4 0.0 0.439
H -3.6011 -2.6948 -1.7561 0.3 0.1 -0.3 0.255
H -2.9372 -3.4581 -3.9861 -0.3 0.0 -0.3 0.551
H -0.5433 -3.3981 -4.6719 -0.1 -0.3 -0.8 0.516
H 1.8224 -2.9972 -4.0723 0.3 0.4 1.4 0.401
H 3.4633 -2.1546 -2.4162 -0.2 0.6 0.4 0.484
H 2.6513 -0.9599 -0.3914 -0.4 -0.2 -0.2 0.174
C 6.6672 2.9203 -2.9789 0.2 -0.5 0.5 -0.677
O 5.2110 3.2470 -2.6171 1.7 0.4 -2.3 -0.308
C 4.8185 3.1057 -1.4469 -0.8 -1.0 2.0 0.360
O 5.5767 2.7753 -0.4741 -0.6 0.0 0.3 -0.719
C 3.3926 3.1652 -0.9696 0.9 0.9 -0.7 -0.381
C 2.3669 3.6194 -1.7186 1.1 -1.0 0.6 0.925
As 0.5846 3.8732 -1.0012 -0.3 -0.3 0.1 0.321
C -0.2412 4.3106 -2.7035 -0.6 -0.5 0.6 -1.319
C 0.1117 1.9163 -0.8062 0.3 -0.9 -0.9 0.101
C 0.1621 1.3447 0.4110 -0.4 0.2 -0.5 1.624
As 4.0161 2.5615 0.8427 -0.1 0.4 -0.8 0.592
C 4.3441 4.2643 1.7563 -1.5 0.4 -0.6 -1.020
C 0.5020 2.2951 1.4513 1.6 0.7 2.7 -0.407
O 1.6554 2.7035 1.7027 -1.1 -0.4 -0.6 -0.486
O -0.4860 2.5834 2.3180 0.2 0.1 0.2 -0.642
C -0.0932 3.3467 3.5025 -0.3 1.3 -0.6 -0.819
C -0.0500 1.0425 -2.0758 -0.4 1.6 0.9 0.557
O 0.9250 0.5051 -2.5254 -0.6 -0.2 -0.1 -0.399
O -1.2671 0.9664 -2.6164 -0.1 -0.1 -0.1 -0.326
C -2.3642 1.9209 -2.3905 0.2 0.8 -1.4 -0.630
C 2.5455 3.7151 -3.2305 0.1 -1.8 -0.6 0.497
O 2.3680 2.6632 -3.8396 0.3 2.4 0.9 -0.530
O 2.8807 4.8650 -3.7936 -0.1 0.8 1.1 -0.317
C 3.0097 6.0970 -2.9391 -0.1 0.1 -2.5 -0.628
H 7.2751 2.9436 -2.0536 -0.4 0.6 -0.6 0.337
H 7.0479 3.6026 -3.7917 -0.9 -0.7 1.0 0.298
H 6.6532 1.8468 -3.2507 -0.2 0.8 -0.4 0.304
H 0.2931 5.2068 -3.0540 -0.8 0.0 0.1 0.521
H -1.3031 4.4227 -2.3421 1.0 0.5 -1.2 0.402
H -0.1093 3.5150 -3.4558 -0.3 0.3 0.3 0.360
H 4.2713 4.0471 2.8118 0.1 0.1 0.3 0.373
H 3.5342 4.9821 1.4623 0.7 -0.6 0.3 0.305
H 5.2972 4.7072 1.5010 0.3 -0.2 -0.1 0.391
H 0.4286 4.2509 3.2042 0.1 0.0 -0.2 0.348
H 0.5440 2.8117 4.1603 0.7 -0.9 0.3 0.313
H -0.9487 3.6787 4.0797 -0.6 -0.4 -0.5 0.294
H -2.3602 2.6379 -3.2805 -0.1 -1.2 1.0 0.328
H -2.2141 2.5639 -1.5143 -0.1 -0.7 0.1 0.241
H -3.3119 1.3474 -2.3601 0.8 0.4 0.2 0.356
H 2.5717 6.9093 -3.5540 -0.1 -0.6 0.5 0.312
H 4.0424 6.3785 -2.8356 0.6 -0.4 0.1 0.302
H 2.5460 6.0112 -1.9881 -0.5 -0.2 0.7 0.351

Entry 2:
27
Properties=species:S:1:pos:R:3:forces:R:3:mulliken_charge:R:1 method="wB97M-V/def2-TZVPD" de_lowest_kcal_mol=67.1 lumo_ev=0.673 homo_lumo_gap_ev=8.2 e_homo_ev=-7.547 max_force_ha_per_bohr=0.0753 total_charge=0
C -0.7448 -1.6918 -2.0329 0.3 1.7 -0.6 -0.822
C 0.2191 -0.5484 -1.6933 -0.4 1.0 -0.4 -0.872
P 0.3768 0.1086 -0.0134 -0.7 0.0 1.1 0.691
C -1.0224 1.2600 0.3593 0.2 -0.4 -2.8 -0.738
C -2.3526 0.5179 0.2433 -1.4 1.2 -2.5 -0.865
C 1.8866 1.1895 -0.1104 -3.2 0.8 1.6 -0.658
C 2.1311 1.6805 1.3179 3.8 -0.4 -0.4 -1.049
C 0.1011 -1.1554 1.0793 2.0 -1.3 1.3 -0.420
S 0.0237 -0.6057 2.8874 -1.6 -1.5 -1.8 -0.213
S 1.1270 -2.7330 0.5968 -1.0 1.9 1.0 -0.273
H -0.4616 -2.5921 -1.5507 -0.1 -0.7 0.6 0.211
H -1.7565 -1.3201 -1.7860 0.4 -1.0 -0.5 0.200
H -0.5528 -1.8317 -3.1082 -0.8 -0.1 0.2 0.369
H -0.1250 0.3538 -2.2379 0.2 -0.3 -0.1 0.399
H 1.2152 -0.7510 -2.0824 0.2 0.0 0.2 0.437
H -1.0174 2.0508 1.0664 0.6 0.1 1.2 0.433
H -0.8572 1.7977 -0.5993 -0.7 0.4 0.2 0.350
H -2.4187 0.1271 -0.8563 -0.3 0.8 2.1 0.081
H -2.5246 -0.3029 0.8718 0.5 -1.3 1.0 0.268
H -3.2646 1.1575 0.4697 1.2 -0.3 -0.7 0.341
H 2.6360 0.5483 -0.4076 1.9 -1.1 -1.0 0.511
H 1.6841 2.0344 -0.7546 0.3 0.0 -0.6 0.450
H 3.3200 1.8796 1.2899 -2.6 0.1 0.6 0.317
H 1.6036 2.6136 1.5736 0.1 -0.8 0.2 0.286
H 2.0401 0.7852 1.9836 -0.2 1.3 0.0 0.326
H -1.2825 -1.1208 3.0312 1.4 0.6 0.2 0.121
H 0.0163 -3.4519 0.4629 -0.1 -0.4 0.0 0.117

Entry 3:
55
Properties=species:S:1:pos:R:3:forces:R:3:mulliken_charge:R:1 method="wB97M-V/def2-TZVPD" lumo_ev="3.783 / 3.766" spin_multiplicity=5 homo_lumo_gap_ev="4.1 / 4.8" e_homo_ev="-0.325 / -1.035" max_force_ha_per_bohr=0.0380 total_charge=-2
Os 0.5310 0.3430 -0.1635 0.1 0.1 2.0 2.136
Se 3.8731 1.7280 -2.2809 0.0 0.0 0.0 -0.724
Sb 1.7803 0.5308 -2.4674 0.2 0.5 -1.1 0.346
Se -0.2219 2.1866 -1.5040 0.0 0.4 -0.7 -0.658
Se 1.7436 -1.6766 0.0698 0.2 -0.5 0.0 -0.688
Se 1.2149 -0.1725 -4.7271 0.0 -0.1 0.1 -0.746
S -3.5344 -2.4879 -0.0186 -0.2 -0.4 -0.1 -0.338
C -1.8940 -1.9417 -0.2031 0.1 -1.5 -0.4 -0.105
N -1.6778 -0.7377 0.0882 -0.4 1.6 0.5 -0.081
C -2.8529 -0.0993 0.5114 0.5 0.0 0.0 -0.321
C -2.9297 1.2232 0.9369 -0.2 0.2 0.1 -0.124
C -4.1588 1.7029 1.3517 0.0 -0.1 0.0 -0.693
C -5.3042 0.8844 1.3454 0.2 0.3 0.0 -0.463
C -5.2342 -0.4265 0.9320 0.2 -0.2 -0.1 -0.478
C -3.9854 -0.9107 0.5195 -0.2 0.0 0.0 0.635
H -1.0961 -2.6002 -0.5447 -0.2 0.1 0.0 0.401
H -2.0339 1.8295 0.9259 0.0 0.0 0.0 0.132
H -4.2383 2.7321 1.6828 0.0 -0.1 0.0 0.411
H -6.2570 1.2894 1.6688 0.1 0.0 0.0 0.359
H -6.1136 -1.0611 0.9286 0.1 0.0 0.0 0.373
C 0.6698 0.9497 1.5390 -0.5 -0.3 -0.5 -1.635
Ge 0.9375 1.2964 3.3616 -0.1 0.1 -0.1 1.894
C 0.2219 3.1042 3.6468 -0.2 0.3 0.2 0.004
C 0.4986 4.0708 2.6705 -0.1 0.0 0.1 -0.305
C 0.0391 5.3781 2.8141 0.0 -0.1 0.1 -0.664
C -0.7060 5.7424 3.9335 0.1 -0.1 -0.1 -0.362
C -0.9967 4.7938 4.9077 0.1 -0.2 -0.1 -0.576
C -0.5363 3.4833 4.7629 0.1 0.2 -0.2 -0.247
C 0.0045 0.1328 4.6444 -0.1 -0.2 0.3 -0.098
C 0.6349 -0.7165 5.5619 -0.2 0.0 -0.1 -0.352
C -0.1068 -1.5339 6.4159 0.0 0.1 -0.1 -0.636
C -1.4952 -1.5193 6.3611 0.0 0.1 -0.1 -0.357
C -2.1400 -0.6978 5.4385 0.1 0.0 0.0 -0.735
C -1.3960 0.1151 4.5897 0.1 -0.1 0.2 -0.365
C 2.8644 1.3205 3.6658 0.4 0.0 0.2 -0.029
C 3.6628 1.5635 2.5406 0.2 -0.1 0.3 -0.624
C 5.0474 1.6532 2.6665 -0.1 0.0 0.1 -0.758
C 5.6537 1.4921 3.9091 -0.1 0.0 0.0 -0.277
C 4.8734 1.2440 5.0349 -0.1 0.0 -0.2 -0.720
C 3.4873 1.1628 4.9122 0.1 0.2 -0.2 -0.069
H 1.0560 3.7874 1.7798 -0.1 0.0 0.1 0.328
H 0.2564 6.1103 2.0438 0.0 0.0 0.0 0.382
H -1.0660 6.7610 4.0406 0.0 -0.1 0.0 0.356
H -1.5847 5.0713 5.7775 0.0 0.0 0.0 0.364
H -0.7753 2.7503 5.5291 0.0 0.0 -0.1 0.332
H 1.7198 -0.7642 5.5981 -0.1 0.0 0.0 0.375
H 0.4021 -2.1886 7.1171 0.0 0.0 0.0 0.369
H -2.0734 -2.1527 7.0250 0.0 0.0 0.0 0.356
H -3.2237 -0.7003 5.3708 0.1 0.0 0.0 0.388
H -1.9104 0.7316 3.8569 0.0 0.0 0.0 0.423
H 3.2051 1.6597 1.5596 0.0 0.0 0.0 0.355
H 5.6444 1.8383 1.7795 0.0 0.0 0.1 0.426
H 6.7335 1.5550 4.0009 0.0 0.0 0.0 0.351
H 5.3425 1.1140 6.0049 0.0 0.0 0.0 0.363
H 2.8918 0.9903 5.8052 0.0 0.1 -0.1 0.368

Entry 4:
83
Properties=species:S:1:pos:R:3:forces:R:3:mulliken_charge:R:1 method="wB97M-V/def2-TZVPD" de_lowest_kcal_mol=13.0 lumo_ev=-5.138 homo_lumo_gap_ev=6.5 e_homo_ev=-11.595 max_force_ha_per_bohr=0.0147 total_charge=+1
Ir 0.0318 0.1511 -0.7179 0.4 -0.3 0.6 1.573
C -0.4972 3.4426 1.1752 0.0 0.0 0.0 -1.106
C -1.1179 2.4383 2.1000 0.1 0.0 0.0 0.711
C -2.0811 2.8606 3.0113 0.0 0.0 0.0 -0.898
C -2.6586 1.9882 3.9165 0.0 0.0 0.0 -1.089
C -2.2727 0.6599 3.9246 0.0 0.0 0.0 -0.944
C -1.3061 0.1873 3.0392 0.0 0.0 -0.1 1.315
C -0.8833 -1.2496 3.1450 0.0 0.0 0.0 -1.339
C -0.7436 1.0865 2.1303 -0.1 0.0 0.1 -0.928
N 0.3109 0.6378 1.2403 0.1 -0.1 -0.1 0.700
C 1.5212 0.5244 1.6681 -0.2 0.1 0.1 1.660
C 1.9652 0.7966 3.0657 0.0 0.0 0.0 -2.092
C 2.5313 0.1886 0.6327 0.2 0.0 -0.1 1.374
C 3.9812 0.1984 0.9777 0.0 0.0 0.1 -2.432
N 2.0643 -0.0160 -0.5484 -0.1 -0.1 0.0 0.799
C 2.9292 0.0639 -1.7038 0.0 0.1 -0.1 -0.619
C 3.5281 1.3001 -1.9873 0.0 0.0 0.0 1.856
C 3.4519 2.5232 -1.1110 0.0 0.0 0.0 -1.560
C 4.2758 1.4019 -3.1584 0.0 0.0 0.0 -0.978
C 4.4508 0.3218 -3.9987 0.0 0.0 0.0 -0.983
C 3.8727 -0.8961 -3.6794 0.0 0.0 0.0 -1.222
C 3.0928 -1.0438 -2.5433 -0.1 0.0 0.0 1.029
C 2.4728 -2.3784 -2.2499 0.0 0.0 0.0 -0.717
H -0.7214 4.4489 1.5240 0.0 0.0 0.0 0.559
H -0.8833 3.3350 0.1623 0.0 0.0 0.0 0.035
H 0.5863 3.3335 1.1203 0.0 0.0 0.0 0.134
H -2.3628 3.9060 3.0128 0.0 0.0 0.0 0.462
H -3.3937 2.3472 4.6253 0.0 0.0 0.0 0.435
H -2.6963 -0.0276 4.6479 0.0 0.0 0.0 0.561
H -1.7514 -1.9104 3.1321 0.0 0.0 0.0 0.522
H -0.3638 -1.4270 4.0896 0.0 0.0 0.0 0.475
H -0.2306 -1.5573 2.3368 0.0 0.0 0.0 -0.332
H 1.1490 1.1460 3.6892 0.0 0.0 0.0 0.479
H 2.7559 1.5488 3.0645 0.0 0.0 0.0 0.446
H 2.3862 -0.1112 3.5041 0.0 0.0 0.0 0.389
H 4.1585 -0.4425 1.8434 0.0 0.0 0.0 0.606
H 4.3053 1.2048 1.2495 0.0 0.0 0.0 0.377
H 4.5830 -0.1448 0.1409 0.0 0.0 0.0 0.428
H 2.6600 2.4849 -0.3696 0.0 0.0 0.0 -0.202
H 3.2628 3.4023 -1.7258 0.0 0.0 0.0 0.583
H 4.4088 2.6817 -0.6071 0.0 0.0 0.0 0.361
H 4.7257 2.3559 -3.4027 0.0 0.0 0.0 0.521
H 5.0346 0.4260 -4.9031 0.0 0.0 0.0 0.453
H 4.0167 -1.7498 -4.3288 0.0 0.0 0.0 0.453
H 2.8213 -3.1160 -2.9702 0.0 0.0 0.0 0.582
H 1.3881 -2.3277 -2.3347 0.0 0.0 0.0 -0.033
H 2.7356 -2.7439 -1.2565 0.0 0.0 0.0 0.194
O -2.0375 -0.0253 -3.7667 0.0 0.2 0.0 -0.619
C -1.3646 -0.7739 -3.0917 -0.1 -0.1 0.1 0.243
O -0.1655 -0.5192 -2.6256 0.1 0.1 -0.3 -0.487
C -1.9066 -2.1723 -2.7978 0.0 0.1 0.1 -0.778
P -2.7563 -2.5452 -1.1917 0.0 -0.2 -0.1 -0.319
C -3.2124 -1.0714 -0.2716 0.0 0.2 -0.1 0.502
C -3.1692 0.2935 -0.8792 0.1 0.1 0.1 0.111
C -3.8764 1.3625 -0.1198 0.0 0.0 -0.1 -0.704
C -4.4768 1.1327 1.0674 0.0 -0.1 0.1 -0.723
C -4.3978 -0.1675 1.6121 0.0 0.1 -0.1 -0.383
C -3.7776 -1.2395 0.9709 0.0 0.0 0.0 -0.686
C -1.4517 -3.1841 -0.0818 0.0 0.2 -0.1 0.096
C -1.7252 -4.2343 0.7869 0.0 0.0 0.0 -0.404
C -0.7334 -4.7181 1.6309 0.0 0.0 0.0 -0.737
C 0.5394 -4.1692 1.6020 0.0 0.0 0.0 -0.724
C 0.8240 -3.1274 0.7304 0.0 0.0 0.0 -0.874
C -0.1729 -2.6330 -0.0985 0.1 -0.1 0.1 2.126
H -1.0939 -2.9005 -2.8471 0.0 0.0 0.0 0.355
H -2.6316 -2.4211 -3.5706 0.0 0.0 0.0 0.646
H -3.6425 0.2195 -1.8784 -0.1 0.0 0.0 0.684
H -3.8001 2.3501 -0.5628 0.0 0.0 0.0 0.454
H -4.9528 1.9197 1.6331 0.0 0.0 0.0 0.464
H -4.8636 -0.3499 2.5736 0.0 0.0 0.0 0.408
H -3.8000 -2.2146 1.4420 0.0 0.0 0.0 0.486
H -2.7052 -4.6954 0.7852 0.0 0.0 0.0 0.520
H -0.9519 -5.5437 2.2950 0.0 0.0 0.0 0.445
H 1.3136 -4.5644 2.2459 0.0 0.0 0.0 0.443
H 1.8210 -2.7104 0.6868 0.0 0.0 0.0 0.152
H 0.1081 -1.9384 -0.9027 0.0 0.1 0.0 -1.305
F 0.4628 2.0018 -1.0385 -0.1 -0.2 -0.4 -0.837
Te -1.1948 2.6021 -3.3143 0.1 -0.1 -0.1 2.121
F -0.6095 2.2447 -5.1091 0.0 0.1 0.0 -0.468
F -0.3496 4.2450 -3.5673 0.0 0.1 0.0 -0.415
F -2.0450 3.5363 -1.8097 -0.1 0.1 0.0 -0.596
F -2.8309 2.9747 -4.1114 0.0 0.0 0.0 -0.415
O -1.8675 0.7863 -0.9988 -0.1 0.0 0.0 -0.383

Entry 5:
8
Properties=species:S:1:pos:R:3:forces:R:3:mulliken_charge:R:1 method="wB97M-V/def2-TZVPD" de_lowest_kcal_mol=44.2 lumo_ev=0.597 homo_lumo_gap_ev=11.2 e_homo_ev=-10.555 max_force_ha_per_bohr=0.0729 total_charge=0
N 1.4491 0.2136 0.0757 2.0 -1.9 2.6 -0.264
N 0.3232 0.1721 0.7128 -2.1 0.8 1.1 0.172
O -0.6384 -1.0427 0.2968 0.2 0.2 -0.4 -0.291
C -1.4717 -0.1296 -0.1555 1.5 1.2 0.5 0.590
O -2.5523 -0.1339 -0.5767 -1.8 -0.3 -0.7 -0.426
O -0.6751 1.0357 0.0400 1.0 -1.8 0.5 -0.290
H 1.5042 0.4338 -0.8596 -0.2 0.2 -2.7 0.224
H 2.0609 -0.5490 0.4666 -0.5 1.5 -0.8 0.285